(1)
{
  "formula": "C24H31N5O3",
  "method": "ωB97M-V with the def2-TZVPD basis set",
  "relative_energy_ev": 2.150,
  "homo_lumo_gap_ev": 8.51,
  "charge": 0,
  "smiles": "COc1ccc(OCC(=O)Nc2ccc3c(c2)nc(CCN2CCN(C)CC2)n3C)cc1",
  "elements": ["C", "O", "C", "C", "C", "C", "O", "C", "C", "O", "N", "C", "C", "C", "C", "C", "C", "N", "C", "C", "C", "N", "C", "C", "N", "C", "C", "C", "N", "C", "C", "C", "H", "H", "H", "H", "H", "H", "H", "H", "H", "H", "H", "H", "H", "H", "H", "H", "H", "H", "H", "H", "H", "H", "H", "H", "H", "H", "H", "H", "H", "H", "H"],
  "coordinates": [[5.45821, 4.21152, 0.47785], [5.73447, 3.43813, -0.66339], [5.60275, 2.08235, -0.57527], [5.20237, 1.39035, 0.55833], [5.10375, 0.00610, 0.54188], [5.40976, -0.70269, -0.60823], [5.34349, -2.07158, -0.72940], [5.11462, -2.82422, 0.43808], [3.67821, -2.72509, 0.97992], [3.43937, -2.88901, 2.15797], [2.78796, -2.47141, -0.00126], [1.39353, -2.32443, 0.06072], [0.70289, -2.40441, 1.27802], [-0.66819, -2.26754, 1.33217], [-1.34617, -2.04941, 0.14339], [-0.65415, -1.96286, -1.08978], [0.72596, -2.09942, -1.13358], [-1.55418, -1.73818, -2.09618], [-2.72551, -1.68849, -1.51964], [-3.98947, -1.39216, -2.24160], [-4.20189, 0.13288, -2.33716], [-4.09486, 0.73600, -1.02327], [-5.23663, 1.52287, -0.61075], [-4.95340, 2.15053, 0.76432], [-3.92813, 1.37501, 1.43372], [-3.81944, 1.67396, 2.84251], [-2.65404, 1.53787, 0.75244], [-2.85925, 1.44189, -0.76715], [-2.67100, -1.87807, -0.16712], [-3.76478, -1.86010, 0.76473], [5.80559, -0.00834, -1.75160], [5.89995, 1.36336, -1.73536], [4.41693, 4.10004, 0.79797], [6.12299, 3.95467, 1.30924], [5.63471, 5.24494, 0.18340], [4.95760, 1.90819, 1.47192], [4.77871, -0.49585, 1.43950], [5.29582, -3.86589, 0.15273], [5.81430, -2.55930, 1.23923], [3.18148, -2.36549, -0.92960], [1.26345, -2.57958, 2.18035], [-1.18301, -2.33049, 2.27930], [1.25423, -2.03262, -2.07213], [-3.92557, -1.80510, -3.24824], [-4.83320, -1.84065, -1.71785], [-3.45561, 0.54865, -3.02381], [-5.19230, 0.32335, -2.76061], [-5.47896, 2.32316, -1.33460], [-6.09703, 0.85082, -0.54714], [-5.86024, 2.13566, 1.37201], [-4.64584, 3.20523, 0.64809], [-3.05403, 1.03360, 3.27900], [-4.77102, 1.46325, 3.32879], [-3.54762, 2.72352, 3.03860], [-1.98772, 0.74367, 1.09942], [-2.18500, 2.50714, 0.99997], [-2.87656, 2.45334, -1.21368], [-2.03169, 0.89409, -1.21793], [-3.40824, -2.21860, 1.72828], [-4.15002, -0.84335, 0.87570], [-4.56334, -2.52090, 0.42314], [6.03781, -0.56921, -2.64294], [6.20718, 1.90829, -2.61340]],
  "atomic_forces_ev_per_a": [[-0.04, 0.10, 0.15], [0.05, -0.21, -0.24], [-0.02, -0.11, 0.03], [0.07, 0.44, -0.09], [0.03, -0.44, -0.13], [0.03, 0.25, 0.05], [0.01, 0.01, -0.22], [0.05, -0.14, 0.29], [0.41, 0.06, -0.31], [0.00, -0.07, 0.21], [0.12, 0.01, -0.50], [-0.31, 0.01, 0.04], [0.10, -0.03, 0.19], [-0.19, 0.03, -0.03], [0.68, -0.04, -0.35], [-0.28, -0.01, 0.73], [-0.05, -0.02, 0.21], [-0.08, 0.10, -0.59], [0.01, -0.14, -0.02], [-0.06, 0.31, -0.14], [-0.02, -0.29, 0.03], [-0.02, 0.12, -0.19], [-0.10, 0.00, 0.01], [-0.02, -0.04, -0.05], [-0.09, 0.22, 0.12], [-0.04, 0.00, -0.09], [0.08, -0.09, -0.03], [0.09, 0.08, 0.08], [0.12, -0.02, -0.30], [-0.42, 0.08, 0.23], [-0.07, -0.13, 0.15], [-0.04, 0.12, 0.15], [0.04, -0.01, 0.00], [-0.03, 0.00, -0.02], [-0.03, -0.06, 0.07], [-0.02, 0.08, 0.06], [-0.02, -0.06, 0.10], [-0.02, 0.13, 0.09], [-0.17, 0.01, -0.06], [0.05, 0.00, 0.26], [0.01, -0.01, 0.03], [-0.02, -0.01, 0.10], [0.08, 0.01, -0.15], [-0.01, -0.12, 0.04], [-0.07, -0.01, -0.04], [-0.07, 0.02, -0.01], [0.06, 0.05, -0.02], [0.00, -0.08, 0.04], [-0.05, 0.08, -0.02], [0.03, 0.08, -0.03], [-0.03, -0.02, 0.05], [0.04, 0.00, 0.10], [-0.01, 0.01, 0.09], [0.02, 0.02, 0.02], [0.06, 0.04, 0.00], [-0.02, -0.06, 0.02], [0.04, -0.07, -0.02], [0.01, 0.06, -0.01], [-0.02, -0.05, -0.01], [0.02, -0.15, 0.06], [0.04, -0.03, 0.07], [0.04, -0.06, -0.12], [0.04, 0.06, -0.12]]
}

(2)
{
  "formula": "C24H24CoN7S2Sb",
  "method": "ωB97M-V with the def2-TZVPD basis set",
  "homo_lumo_gap_ev": [8.12, 5.49],
  "charge": 3,
  "multiplicity": 5,
  "s_squared": 6.0437,
  "elements": ["Co", "C", "C", "C", "C", "C", "C", "N", "Sb", "C", "C", "C", "C", "C", "C", "N", "C", "C", "C", "C", "C", "C", "N", "H", "H", "H", "H", "H", "H", "H", "H", "H", "H", "H", "H", "H", "H", "H", "H", "H", "H", "N", "C", "N", "C", "C", "S", "C", "C", "S", "C", "N", "N", "H", "H", "H", "H", "H", "H"],
  "coordinates": [[-0.00619, -0.03707, 0.06609], [0.88607, 3.13505, -1.04763], [-0.59416, 2.92510, -0.89988], [-1.45753, 3.99908, -1.09432], [-2.82162, 3.79361, -1.10665], [-3.30077, 2.49218, -0.98913], [-2.40414, 1.45782, -0.78570], [-1.06959, 1.68283, -0.67453], [-3.21328, -0.54751, -0.99302], [-1.52338, -1.24134, -2.16627], [-1.83022, -1.99656, -3.28445], [-0.82918, -2.27760, -4.20989], [0.42090, -1.72650, -4.01911], [0.67828, -0.96314, -2.88433], [1.99140, -0.24301, -2.76422], [-0.26479, -0.78726, -1.93641], [-2.55402, -1.30522, 0.91202], [-3.52322, -1.99709, 1.61647], [-3.21557, -2.52302, 2.86184], [-1.94238, -2.32713, 3.35350], [-1.00043, -1.62367, 2.61419], [0.36580, -1.42847, 3.20633], [-1.29832, -1.11437, 1.39228], [1.21156, 4.04850, -0.54945], [1.46840, 2.29490, -0.67792], [1.11922, 3.25530, -2.10767], [-1.04503, 4.98559, -1.26412], [-3.50294, 4.62224, -1.25372], [-4.36022, 2.28844, -1.07607], [-2.84148, -2.34611, -3.44797], [-1.04022, -2.87579, -5.08732], [1.20130, -1.85519, -4.75857], [2.83128, -0.90059, -2.99114], [2.01828, 0.56370, -3.49934], [2.13572, 0.20273, -1.78323], [-4.51277, -2.12548, 1.19697], [-3.95329, -3.07071, 3.43407], [-1.66193, -2.71837, 4.32181], [0.44067, -1.96068, 4.15099], [1.14206, -1.81078, 2.54546], [0.55819, -0.37403, 3.40537], [1.70288, -3.20206, -0.80012], [2.37380, -2.29899, -0.10977], [1.87945, -1.14898, 0.31446], [2.81886, -0.46517, 1.04596], [4.06137, -1.08835, 1.14476], [4.05864, -2.56679, 0.33664], [2.42985, 0.74433, 1.66845], [3.21458, 1.53911, 2.50256], [2.32416, 2.83277, 3.11272], [0.91442, 2.25825, 2.22271], [1.13694, 1.17363, 1.50131], [-0.24514, 2.88273, 2.30992], [0.73399, -3.04271, -1.03759], [2.11823, -4.08002, -1.07446], [4.94260, -0.73876, 1.66355], [4.25027, 1.39758, 2.77734], [-0.37062, 3.69516, 2.89544], [-1.04672, 2.53788, 1.80078]],
  "atomic_forces_ev_per_a": [[-0.24, 0.16, -0.47], [-0.06, 0.00, 0.05], [0.04, -0.16, -0.02], [-0.03, 0.06, -0.04], [0.00, 0.03, 0.00], [0.07, -0.06, 0.01], [0.03, 0.03, -0.02], [-0.02, 0.03, 0.10], [0.05, -0.01, 0.06], [0.03, 0.01, -0.03], [0.02, 0.06, 0.07], [0.02, -0.01, -0.03], [-0.01, -0.01, -0.08], [-0.04, 0.11, 0.12], [-0.04, -0.08, 0.02], [0.04, -0.10, 0.04], [0.12, 0.05, 0.00], [0.02, 0.02, -0.03], [0.00, -0.02, 0.04], [-0.06, -0.04, 0.05], [0.03, 0.09, -0.15], [-0.04, 0.00, -0.04], [0.05, -0.08, 0.19], [0.01, -0.01, 0.01], [-0.01, -0.02, 0.00], [-0.01, 0.02, 0.00], [-0.01, -0.02, 0.01], [0.01, -0.02, 0.00], [0.00, 0.01, 0.00], [0.00, 0.00, -0.01], [0.00, 0.01, 0.01], [-0.01, 0.00, 0.02], [0.01, 0.00, 0.02], [0.00, -0.01, -0.02], [-0.02, 0.01, 0.02], [0.00, 0.00, 0.00], [0.00, 0.01, -0.01], [-0.01, 0.00, -0.01], [-0.01, 0.00, 0.00], [-0.03, 0.00, 0.03], [-0.01, -0.03, 0.00], [-0.02, -0.07, -0.03], [0.02, 0.07, 0.01], [0.08, -0.06, 0.07], [0.12, -0.09, -0.04], [-0.06, 0.06, 0.02], [-0.02, -0.03, -0.01], [0.04, 0.13, 0.08], [-0.02, -0.07, -0.05], [-0.04, 0.01, 0.01], [0.06, -0.03, -0.04], [0.07, 0.00, 0.10], [-0.06, 0.05, 0.03], [0.01, 0.02, 0.00], [-0.01, 0.00, -0.01], [-0.03, 0.00, -0.02], [-0.03, 0.01, -0.02], [-0.01, 0.00, 0.00], [0.01, -0.01, -0.01]]
}

(3)
{
  "formula": "C22H23N2OPPdS",
  "method": "ωB97M-V with the def2-TZVPD basis set",
  "relative_energy_ev": 0.816,
  "homo_lumo_gap_ev": 6.61,
  "charge": 0,
  "elements": ["Pd", "N", "C", "C", "C", "C", "C", "C", "P", "C", "C", "C", "C", "C", "C", "C", "C", "C", "C", "C", "C", "H", "H", "H", "H", "H", "H", "H", "H", "H", "H", "H", "H", "H", "H", "H", "H", "S", "C", "N", "C", "C", "C", "O", "H", "H", "H", "H", "H", "H", "H"],
  "coordinates": [[0.74203, 0.35823, 0.56344], [-0.54676, -2.18219, -0.86921], [0.47307, -2.66981, -1.65275], [0.23130, -3.81235, -2.43187], [1.22364, -4.39273, -3.18950], [2.50766, -3.85284, -3.21269], [2.76508, -2.72730, -2.46022], [1.77742, -2.12579, -1.66744], [2.21987, -0.67769, -0.69582], [2.58147, -1.12302, 1.02362], [2.15742, -2.34067, 1.58089], [2.14785, -2.49934, 2.94984], [2.53105, -1.45019, 3.78580], [2.94945, -0.24618, 3.25631], [2.97794, -0.07268, 1.87452], [3.67829, 0.01532, -1.48505], [3.51327, 0.75658, -2.65405], [4.62068, 1.28682, -3.29601], [5.89215, 1.08587, -2.77244], [6.05824, 0.35006, -1.60680], [4.95266, -0.18802, -0.96205], [-1.46062, -2.54589, -1.08154], [-0.55530, -1.20146, -0.62487], [-0.76708, -4.23545, -2.43291], [0.99396, -5.27190, -3.77849], [3.28890, -4.30121, -3.81092], [3.75758, -2.29552, -2.47942], [1.82183, -3.13729, 0.92752], [1.81407, -3.43526, 3.37821], [2.48028, -1.57344, 4.85968], [3.22400, 0.57273, 3.90634], [3.32442, 0.86535, 1.45991], [2.52137, 0.91979, -3.06044], [4.49011, 1.86333, -4.20265], [6.75496, 1.50575, -3.27368], [7.04806, 0.19153, -1.19904], [5.08230, -0.76816, -0.05654], [-0.13235, 1.62400, 4.83112], [-0.27515, 1.11886, 3.30983], [-0.39993, 0.74038, 2.20119], [-1.58299, 1.89950, -2.54962], [-0.23722, 1.65503, -1.88127], [0.68573, 2.85625, -2.04757], [-0.48476, 1.40492, -0.51645], [-1.45618, 2.11285, -3.61390], [-2.07443, 2.75088, -2.07361], [-2.22640, 1.02592, -2.43462], [0.22199, 0.78248, -2.36937], [0.19532, 3.74129, -1.63628], [0.92720, 3.04497, -3.09782], [1.61290, 2.70102, -1.48958]],
  "atomic_forces_ev_per_a": [[0.19, 0.42, 0.05], [0.02, -0.08, -0.15], [0.02, 0.04, 0.06], [0.00, -0.08, -0.05], [-0.04, 0.03, 0.02], [0.04, 0.03, 0.01], [0.01, -0.06, -0.02], [-0.06, 0.06, 0.04], [-0.04, -0.22, -0.10], [-0.05, 0.01, -0.12], [-0.01, -0.01, -0.02], [-0.02, -0.05, -0.01], [0.00, 0.00, 0.04], [0.00, -0.01, 0.01], [-0.19, -0.02, 0.02], [0.07, 0.08, 0.08], [0.02, 0.01, -0.02], [-0.01, 0.00, 0.00], [-0.01, -0.02, 0.04], [-0.03, 0.02, -0.04], [0.04, 0.02, -0.02], [-0.04, 0.01, 0.02], [0.01, 0.08, 0.03], [0.02, 0.01, 0.01], [0.00, 0.01, 0.01], [-0.02, 0.01, 0.01], [0.00, 0.00, 0.00], [0.01, 0.00, 0.01], [0.00, 0.01, 0.00], [0.00, 0.01, -0.02], [-0.01, 0.00, 0.00], [0.03, 0.03, -0.04], [0.03, -0.01, 0.01], [0.01, -0.01, 0.01], [-0.02, -0.01, 0.01], [-0.01, 0.00, 0.00], [0.00, 0.01, -0.01], [0.03, 0.04, 0.22], [-0.04, -0.11, -0.36], [0.11, 0.11, 0.32], [-0.03, 0.02, 0.07], [0.09, 0.13, 0.04], [0.00, -0.01, 0.07], [-0.18, -0.39, -0.18], [-0.01, 0.00, 0.03], [0.00, -0.03, -0.03], [0.01, 0.03, -0.02], [0.02, -0.10, -0.02], [0.03, -0.01, -0.02], [0.00, -0.01, 0.03], [0.00, 0.00, -0.04]]
}

| no. | M (g/mol) |
| --- | --- |
| 1 | 437.54 |
| 2 | 655.33 |
| 3 | 500.90 |